ORCA calculation (ωB97M-V/def2-TZVPD) on C15H24BF2N2O3PtS2 as an isolated structure.

Kohn-Sham gap in Ha: 0.191
Net charge: -1

```
50
C15H24BF2N2O3PtS2, DFT ωB97M-V/def2-TZVPD
Pt 1.9652 0.4817 -0.4910
S 3.1412 -1.8686 0.6194
S 0.4318 2.1700 -0.6483
F 4.5835 1.1117 -0.3700
F 3.7025 0.7823 1.6847
O 0.6070 -1.0102 0.4600
O 3.2170 -1.4033 -0.7899
O 3.4107 2.8441 0.7288
N -2.1721 2.2720 -0.2302
N -1.3986 0.1594 0.0122
C 3.3940 3.7595 -0.3408
C -2.0128 3.7002 -0.2717
C -1.1063 1.3935 -0.2119
C -2.1558 4.2580 -1.6917
C -1.3078 -4.5731 -0.4657
C -0.6596 -0.9527 0.1501
C -1.3808 -2.1844 -0.0114
C -3.9592 1.5405 1.3055
C -2.7898 -2.2722 0.0075
C 3.0271 -3.7134 0.4594
C -2.6981 -4.6483 -0.3893
C 4.9234 -1.9482 1.0947
C -3.4222 -3.4759 -0.1714
C -3.5092 1.7392 -0.1427
C -0.6678 -3.3758 -0.2741
B 3.5826 1.4949 0.5156
H -1.3915 3.8225 -2.3282
H -3.9133 2.4862 1.8421
H -3.3631 -1.3753 0.1748
H 5.0142 -2.4132 2.0691
H 5.2808 -0.9278 1.1387
H 3.5397 -4.1920 1.2856
H -0.7302 -5.4644 -0.6918
H 1.9808 -3.9908 0.4775
H -3.5136 0.7749 -0.6565
H 3.6891 4.7321 0.0615
H 4.0789 3.4633 -1.1424
H 2.3797 3.8251 -0.7465
H -2.7644 4.1586 0.3825
H -2.0403 5.3397 -1.6913
H 3.4617 -3.9903 -0.4936
H -4.5052 -3.5136 -0.1484
H -4.1918 2.4233 -0.6587
H -1.0222 3.9533 0.1118
H -3.2083 -5.5935 -0.5153
H 5.4718 -2.5019 0.3424
H -3.1323 4.0076 -2.1015
H 0.4016 -3.2951 -0.3768
H -4.9782 1.1600 1.3457
H -3.2922 0.8285 1.7825
```